{"formula": "C9H16N3O", "method": "wB97M-V/def2-TZVPD", "species": ["C", "C", "C", "C", "C", "C", "C", "O", "H", "H", "H", "H", "H", "H", "H", "H", "C", "C", "N", "N", "N", "H", "H", "H", "H", "H", "H", "H", "H"], "coordinates": [[-2.690, 1.819, 0.684], [-1.537, 0.926, 0.981], [-0.197, 1.255, 0.643], [-1.557, -0.181, 1.790], [0.963, 0.586, 0.992], [-0.456, -0.933, 2.236], [0.766, -0.646, 1.697], [1.937, -1.312, 1.894], [-3.477, 1.659, 1.450], [-2.988, 1.808, -0.357], [0.072, 2.212, 0.282], [-2.481, -0.604, 2.284], [1.969, 0.981, 1.179], [-0.525, -1.848, 2.832], [2.088, -2.071, 2.457], [-2.480, 2.861, 1.113], [0.979, -2.083, -1.140], [0.382, 0.256, -2.167], [0.152, -1.130, -1.900], [1.610, 0.774, -1.774], [-0.635, 0.936, -2.768], [-0.357, -1.552, -2.644], [2.197, 0.040, -1.340], [2.075, 1.653, -1.565], [-1.451, 0.420, -3.045], [-0.606, 1.939, -2.779], [1.720, -1.506, -0.584], [1.561, -2.627, -1.903], [0.269, -2.634, -0.503]], "nbo_charge": [-0.659, 0.016, -0.205, -0.208, -0.289, -0.328, 0.325, -0.722, 0.222, 0.226, 0.192, 0.202, 0.227, 0.211, 0.498, 0.218, -0.411, 0.387, -0.657, -0.884, -0.868, 0.349, 0.380, 0.405, 0.390, 0.387, 0.201, 0.188, 0.210], "s2": 0.75, "orbital_gap_ev": [4.06, 8.80], "de_lowest_kcal_mol": 50.70, "multiplicity": 2, "e_lumo_ev": [0.8, 0.7], "homo_ev": [-3.3, -8.1], "mol_weight_g_mol": 182.2, "e_tot_ev": -16105.82360}

=====

{"formula": "C9H16N5O", "method": "wB97M-V/def2-TZVPD", "species": ["C", "C", "C", "C", "C", "C", "C", "C", "C", "N", "N", "N", "N", "N", "O", "H", "H", "H", "H", "H", "H", "H", "H", "H", "H", "H", "H", "H", "H", "H", "H"], "coordinates": [[-0.571, 0.036, -5.201], [-2.563, 0.626, -3.887], [-1.268, -0.044, -3.921], [-2.393, -0.290, 0.739], [-1.146, -2.223, 1.314], [1.060, 0.704, 0.787], [1.832, 0.310, -1.310], [-0.230, 1.885, -1.012], [-0.557, -0.956, -0.676], [0.177, -0.037, -6.055], [-3.597, 1.158, -3.866], [-0.636, -0.574, -2.931], [-1.145, -1.017, 0.535], [0.624, 0.689, -0.544], [-1.344, -0.567, -1.700], [-2.445, -0.055, 1.800], [-2.553, 0.577, 0.012], [-3.255, -0.955, 0.472], [-1.934, -2.860, 0.869], [-0.360, -2.939, 0.887], [-1.188, -2.082, 2.419], [0.440, 1.015, 1.641], [1.311, -0.342, 0.939], [1.861, 1.499, 0.775], [1.517, 0.169, -2.368], [2.713, 0.954, -1.285], [2.118, -0.712, -0.882], [-1.247, 1.473, -1.382], [-0.368, 2.595, -0.198], [0.236, 2.388, -1.849], [0.091, -1.836, -0.922]], "nbo_charge": [0.204, 0.181, 0.083, -0.439, -0.431, -0.434, -0.426, -0.433, 0.523, -0.142, -0.147, -0.034, -0.435, -0.342, -0.373, 0.231, 0.234, 0.219, 0.215, 0.226, 0.250, 0.236, 0.214, 0.223, 0.233, 0.232, 0.211, 0.222, 0.235, 0.230, 0.233], "orbital_gap_ev": 8.65, "de_lowest_kcal_mol": 89.86, "multiplicity": 1, "e_lumo_ev": -5.0, "homo_ev": -13.6, "total_charge": 1, "mol_weight_g_mol": 210.3, "e_tot_ev": -19077.90810}